[1]
{"formula": "C18H17F3N2O", "method": "ωB97M-V/def2-TZVPD", "elements": ["C", "C", "C", "C", "O", "C", "C", "C", "C", "N", "N", "C", "C", "C", "C", "C", "C", "F", "F", "F", "C", "C", "C", "C", "H", "H", "H", "H", "H", "H", "H", "H", "H", "H", "H", "H", "H", "H", "H", "H", "H"], "coordinates": [[-2.182, -2.630, -0.482], [-2.383, -1.784, 0.835], [-3.186, -2.215, 1.910], [-3.270, -1.562, 3.118], [-4.244, -1.913, 4.020], [-2.431, -0.429, 3.347], [-1.571, 0.035, 2.328], [-1.524, -0.730, 1.127], [-0.462, -0.210, 0.219], [-0.635, 0.899, -0.462], [0.516, 1.122, -1.099], [0.711, 2.465, -1.646], [0.447, 3.480, -0.477], [-0.071, 2.648, -2.909], [1.433, 0.168, -0.711], [2.848, -0.123, -0.984], [3.790, 0.602, -2.024], [2.939, 0.992, -3.004], [4.363, 1.723, -1.592], [4.614, -0.314, -2.548], [3.431, -1.124, -0.310], [2.681, -2.043, 0.507], [1.332, -1.931, 0.733], [0.770, -0.799, 0.172], [-1.583, -3.450, -0.208], [-1.703, -1.906, -1.266], [-3.105, -3.007, -0.973], [-3.702, -3.133, 1.710], [-4.902, -1.210, 3.931], [-2.655, 0.243, 4.163], [-0.950, 0.921, 2.427], [1.773, 2.469, -1.713], [0.830, 4.494, -0.682], [0.916, 3.105, 0.419], [-0.675, 3.521, -0.339], [-0.824, 1.882, -3.069], [0.693, 2.715, -3.726], [-0.541, 3.578, -2.756], [4.468, -1.195, -0.334], [3.286, -2.704, 1.067], [0.759, -2.652, 1.284]], "lowdin_charge": [-0.016, -0.176, 0.011, -0.324, 0.023, 0.001, 0.004, -0.146, -0.270, 0.181, -0.073, -0.366, -0.040, -0.028, -0.021, -0.026, -0.557, 0.110, 0.162, 0.151, -0.031, -0.046, 0.004, -0.107, 0.049, 0.111, 0.078, 0.117, 0.112, 0.105, 0.115, 0.104, 0.080, 0.068, 0.091, 0.085, 0.098, 0.055, 0.101, 0.089, 0.121], "smiles": "Cc1cc(O)ccc1-c1nn(C(C)C)c2c(C(F)(F)F)cccc12", "total_energy_ev": -32120.5784, "orbital_gap_ev": 9.119, "e_above_lowest_kj_mol": 192.61}



[2]
{"formula": "C5H11N2OS", "method": "ωB97M-V/def2-TZVPD", "elements": ["C", "C", "C", "C", "C", "N", "N", "O", "S", "H", "H", "H", "H", "H", "H", "H", "H", "H", "H", "H"], "coordinates": [[-1.451, -0.928, 0.616], [-1.496, -1.488, -0.804], [0.020, 0.812, -0.916], [1.672, -0.694, 0.110], [1.723, 1.663, 0.602], [-2.141, 0.210, 0.565], [0.950, 0.588, 0.016], [-0.853, -1.399, 1.542], [-0.861, -0.236, -1.999], [-1.040, -2.530, -1.111], [-2.494, -1.453, -1.182], [-0.159, 1.835, -1.310], [2.731, -0.470, 0.275], [1.343, -1.567, 0.858], [1.546, -1.130, -0.914], [1.548, 2.695, 0.262], [1.331, 1.584, 1.703], [2.901, 1.473, 0.656], [-2.585, 0.505, -0.324], [-2.683, 0.533, 1.356]], "lowdin_charge": [-0.637, -0.317, -0.349, -0.022, -0.033, 0.129, -0.203, 0.103, 1.023, 0.144, 0.057, 0.117, 0.090, 0.153, 0.098, 0.101, 0.147, 0.149, 0.111, 0.140], "total_energy_ev": -21217.8020, "charge": 1, "orbital_gap_ev": [9.170, 9.169], "e_above_lowest_kj_mol": 194.41}



[3]
{"formula": "C26H51BrN6O4PS", "method": "ωB97M-V/def2-TZVPD", "elements": ["C", "C", "C", "C", "C", "C", "C", "O", "C", "C", "C", "C", "N", "C", "C", "C", "O", "C", "C", "C", "N", "C", "C", "C", "N", "C", "N", "C", "S", "P", "N", "O", "O", "N", "Br", "C", "C", "C", "C", "H", "H", "H", "H", "H", "H", "H", "H", "H", "H", "H", "H", "H", "H", "H", "H", "H", "H", "H", "H", "H", "H", "H", "H", "H", "H", "H", "H", "H", "H", "H", "H", "H", "H", "H", "H", "H", "H", "H", "H", "H", "H", "H", "H", "H", "H", "H", "H", "H", "H", "H"], "coordinates": [[4.719, -1.344, 3.614], [3.337, -1.875, 2.896], [3.167, -1.317, 1.323], [2.259, 0.054, 1.251], [3.451, 1.236, 1.284], [0.999, 0.257, 0.304], [0.358, 1.750, 0.735], [0.642, 2.276, 2.072], [-0.402, 3.194, 2.555], [-0.080, 3.712, 4.112], [-0.237, -0.710, 0.910], [0.080, -2.247, 1.304], [-0.691, -0.202, 2.300], [-1.796, -0.702, 2.820], [-3.372, -0.168, 2.620], [-1.775, -1.889, 4.009], [-1.417, -0.712, 0.159], [-1.552, -0.270, -1.182], [-2.913, 0.695, -1.042], [-4.088, 0.417, -2.181], [-5.398, 0.753, -1.875], [-2.071, -1.720, -1.847], [-3.185, -2.487, -0.854], [-3.739, -3.759, -1.789], [-4.950, -4.413, -1.163], [-0.270, 0.430, -1.962], [-0.141, -0.579, -3.110], [-0.417, -0.237, -4.338], [-0.717, 0.275, -5.931], [-0.617, 2.113, -2.758], [0.418, 2.697, -3.855], [-0.843, 3.476, -1.640], [-2.132, 2.220, -3.686], [1.090, 0.285, -1.204], [1.480, -1.555, -1.716], [2.253, 0.902, -1.895], [2.659, 2.488, -1.744], [3.740, 0.166, -1.927], [4.168, -0.348, -3.471], [4.468, -0.445, 4.320], [5.109, -2.254, 4.281], [5.532, -1.125, 2.801], [2.364, -1.702, 3.537], [3.453, -3.060, 2.814], [2.799, -2.234, 0.731], [4.300, -1.147, 0.981], [1.870, 0.087, 2.395], [4.373, 0.989, 0.619], [3.875, 1.261, 2.403], [3.044, 2.310, 1.089], [0.762, 2.631, 0.095], [-0.826, 1.777, 0.584], [-0.454, 4.127, 1.836], [-1.398, 2.586, 2.632], [-1.066, 3.709, 4.746], [0.703, 3.016, 4.659], [0.335, 4.812, 4.133], [-0.946, -2.859, 1.362], [0.521, -2.328, 2.412], [0.756, -2.898, 0.642], [-3.398, 0.931, 2.156], [-3.899, -0.933, 1.902], [-3.967, -0.143, 3.627], [-0.651, -2.147, 4.271], [-2.410, -2.809, 3.664], [-2.210, -1.357, 4.982], [-3.529, 0.398, -0.056], [-2.678, 1.823, -0.860], [-3.867, -0.009, -3.268], [-6.020, 0.538, -2.686], [-2.480, -1.653, -2.925], [-1.214, -2.552, -1.842], [-4.044, -1.788, -0.494], [-2.693, -2.987, 0.080], [-2.858, -4.563, -1.742], [-3.851, -3.477, -2.920], [-5.699, -4.535, -1.879], [-5.252, -3.830, -0.352], [-0.009, 2.822, -4.793], [-0.462, 4.313, -2.040], [-2.183, 3.196, -3.971], [1.991, 0.813, -3.074], [1.778, 3.245, -1.677], [3.173, 2.767, -2.793], [3.516, 2.726, -0.986], [4.005, -0.580, -1.100], [4.592, 1.001, -1.775], [5.332, -0.405, -3.595], [3.780, 0.442, -4.276], [3.616, -1.363, -3.753]], "lowdin_charge": [-0.139, -0.241, -0.203, -0.216, -0.062, -0.216, -0.127, -0.229, -0.209, -0.084, -0.365, -0.034, 0.077, -0.257, -0.049, -0.062, -0.134, -0.299, -0.072, -0.181, 0.051, -0.118, -0.149, -0.272, -0.049, -0.315, -0.184, -0.572, 0.736, 0.817, -0.184, -0.250, -0.267, -0.288, 1.217, -0.373, -0.086, -0.266, -0.118, 0.078, 0.090, 0.079, 0.102, 0.117, 0.057, 0.105, 0.159, 0.072, 0.109, 0.076, 0.110, 0.135, 0.136, 0.111, 0.080, 0.091, 0.080, 0.108, 0.093, 0.048, 0.087, 0.080, 0.088, 0.080, 0.096, 0.096, 0.114, 0.110, 0.126, 0.041, 0.094, 0.116, 0.099, 0.104, 0.120, 0.115, 0.074, 0.063, -0.007, 0.098, 0.112, 0.127, 0.054, 0.122, 0.082, 0.065, 0.124, 0.092, 0.096, 0.067], "total_energy_ev": -135059.1091, "charge": 1, "orbital_gap_ev": 5.487}



Copy entry 2 word for word.
{"formula": "C5H11N2OS", "method": "ωB97M-V/def2-TZVPD", "elements": ["C", "C", "C", "C", "C", "N", "N", "O", "S", "H", "H", "H", "H", "H", "H", "H", "H", "H", "H", "H"], "coordinates": [[-1.451, -0.928, 0.616], [-1.496, -1.488, -0.804], [0.020, 0.812, -0.916], [1.672, -0.694, 0.110], [1.723, 1.663, 0.602], [-2.141, 0.210, 0.565], [0.950, 0.588, 0.016], [-0.853, -1.399, 1.542], [-0.861, -0.236, -1.999], [-1.040, -2.530, -1.111], [-2.494, -1.453, -1.182], [-0.159, 1.835, -1.310], [2.731, -0.470, 0.275], [1.343, -1.567, 0.858], [1.546, -1.130, -0.914], [1.548, 2.695, 0.262], [1.331, 1.584, 1.703], [2.901, 1.473, 0.656], [-2.585, 0.505, -0.324], [-2.683, 0.533, 1.356]], "lowdin_charge": [-0.637, -0.317, -0.349, -0.022, -0.033, 0.129, -0.203, 0.103, 1.023, 0.144, 0.057, 0.117, 0.090, 0.153, 0.098, 0.101, 0.147, 0.149, 0.111, 0.140], "total_energy_ev": -21217.8020, "charge": 1, "orbital_gap_ev": [9.170, 9.169], "e_above_lowest_kj_mol": 194.41}



Copy entry 1 word for word.
{"formula": "C18H17F3N2O", "method": "ωB97M-V/def2-TZVPD", "elements": ["C", "C", "C", "C", "O", "C", "C", "C", "C", "N", "N", "C", "C", "C", "C", "C", "C", "F", "F", "F", "C", "C", "C", "C", "H", "H", "H", "H", "H", "H", "H", "H", "H", "H", "H", "H", "H", "H", "H", "H", "H"], "coordinates": [[-2.182, -2.630, -0.482], [-2.383, -1.784, 0.835], [-3.186, -2.215, 1.910], [-3.270, -1.562, 3.118], [-4.244, -1.913, 4.020], [-2.431, -0.429, 3.347], [-1.571, 0.035, 2.328], [-1.524, -0.730, 1.127], [-0.462, -0.210, 0.219], [-0.635, 0.899, -0.462], [0.516, 1.122, -1.099], [0.711, 2.465, -1.646], [0.447, 3.480, -0.477], [-0.071, 2.648, -2.909], [1.433, 0.168, -0.711], [2.848, -0.123, -0.984], [3.790, 0.602, -2.024], [2.939, 0.992, -3.004], [4.363, 1.723, -1.592], [4.614, -0.314, -2.548], [3.431, -1.124, -0.310], [2.681, -2.043, 0.507], [1.332, -1.931, 0.733], [0.770, -0.799, 0.172], [-1.583, -3.450, -0.208], [-1.703, -1.906, -1.266], [-3.105, -3.007, -0.973], [-3.702, -3.133, 1.710], [-4.902, -1.210, 3.931], [-2.655, 0.243, 4.163], [-0.950, 0.921, 2.427], [1.773, 2.469, -1.713], [0.830, 4.494, -0.682], [0.916, 3.105, 0.419], [-0.675, 3.521, -0.339], [-0.824, 1.882, -3.069], [0.693, 2.715, -3.726], [-0.541, 3.578, -2.756], [4.468, -1.195, -0.334], [3.286, -2.704, 1.067], [0.759, -2.652, 1.284]], "lowdin_charge": [-0.016, -0.176, 0.011, -0.324, 0.023, 0.001, 0.004, -0.146, -0.270, 0.181, -0.073, -0.366, -0.040, -0.028, -0.021, -0.026, -0.557, 0.110, 0.162, 0.151, -0.031, -0.046, 0.004, -0.107, 0.049, 0.111, 0.078, 0.117, 0.112, 0.105, 0.115, 0.104, 0.080, 0.068, 0.091, 0.085, 0.098, 0.055, 0.101, 0.089, 0.121], "smiles": "Cc1cc(O)ccc1-c1nn(C(C)C)c2c(C(F)(F)F)cccc12", "total_energy_ev": -32120.5784, "orbital_gap_ev": 9.119, "e_above_lowest_kj_mol": 192.61}